Entry 1:
Computed, not measured: a 7-piece molecular cluster, C22H44O19 overall, with ωB97M-V with the def2-TZVPD basis set.

Results
Net charge   +1
E   -62417.59226 eV
Multiplicity   2

XYZ file:
```
85
Properties=species:S:1:pos:R:3:forces:R:3
C -0.6270 -0.9433 1.0161 -1.2 1.8 0.8
C 0.0390 -1.0050 -0.3139 1.1 -2.7 -1.2
C 0.1532 -2.5762 -0.3871 -0.5 0.4 -2.2
O -1.0969 -3.0342 0.1167 1.0 -0.9 0.7
C -1.5111 -2.2123 1.1580 0.7 2.0 -0.8
H -1.2758 -0.0676 1.0045 -0.1 0.0 0.6
H 0.0832 -0.8093 1.8320 -0.2 -0.2 0.0
H 1.0231 -0.5768 -0.5045 0.0 0.2 0.7
H -0.5491 -0.6812 -1.1726 -0.4 0.0 0.2
H 0.9739 -3.1065 0.0959 0.2 0.2 1.1
H 0.2166 -3.0673 -1.3582 -0.1 0.3 -0.4
H -1.2651 -2.6326 2.1332 -0.3 -0.8 0.3
H -2.5873 -2.1194 1.0127 -0.2 0.1 0.5
C -2.0114 -8.6391 -4.5064 0.4 -1.9 -0.5
O -1.9324 -7.2807 -4.5896 -0.3 4.1 0.7
C -2.2961 -6.5636 -3.4931 1.0 0.3 -0.4
O -2.7704 -6.9841 -2.4816 -0.4 -0.2 0.1
O -1.8997 -5.2745 -3.6801 -0.1 0.8 -0.1
C -2.2352 -4.2439 -2.6886 0.2 -1.1 -0.3
H -1.6711 -8.9188 -3.5094 -0.6 -0.7 -0.1
H -1.3156 -8.9973 -5.2651 0.2 -0.2 0.2
H -2.9794 -8.9851 -4.8690 -0.2 -0.2 0.8
H -3.2900 -3.9797 -2.7640 0.0 -0.3 0.3
H -1.6639 -3.3338 -2.8715 0.2 -0.3 -0.8
H -1.9198 -4.5552 -1.6927 -0.5 -0.4 0.0
C -1.0579 5.9669 2.9428 1.1 2.5 0.3
O -1.1579 4.6750 2.4965 -0.6 -1.6 0.3
C -1.6481 4.4363 1.2940 0.8 0.5 -2.0
O -1.7379 5.2481 0.3845 -0.6 -1.3 1.2
O -1.8157 3.1128 1.2426 -0.6 -0.3 0.7
C -2.4685 2.4387 0.1471 1.2 0.8 0.2
H -0.0065 6.1582 3.1578 0.1 -0.1 0.3
H -1.6196 6.1458 3.8596 -0.2 -0.3 -0.2
H -1.2990 6.7080 2.1806 -0.4 -0.2 0.0
H -2.9903 1.5764 0.5623 -0.3 0.3 0.1
H -1.6130 2.0898 -0.4313 -0.5 0.0 -0.7
H -3.0998 3.1665 -0.3624 0.0 -0.4 -0.3
C -2.2158 2.2229 4.4986 -0.8 -0.3 -1.9
O -1.9007 1.1236 5.2981 1.0 -3.1 1.0
C -1.9201 -0.1950 4.8713 -0.3 1.3 2.8
O -2.3370 -0.6315 3.8451 0.2 -0.1 -1.7
O -1.5414 -0.9652 5.9233 0.8 1.5 0.0
C -1.2492 -2.3614 5.7482 -1.2 0.7 -1.3
H -2.0970 1.9544 3.4489 0.3 0.1 -0.1
H -1.5649 3.0705 4.7132 -0.2 -0.2 0.3
H -3.2836 2.4233 4.5858 0.1 0.5 0.4
H -0.3937 -2.6737 6.3471 -0.4 0.3 0.1
H -1.0625 -2.4990 4.6831 0.3 -0.3 0.0
H -2.2015 -2.8564 5.9381 0.4 -0.5 0.4
C 3.2790 -4.4200 -2.6926 -0.3 -2.0 -0.6
O 3.6881 -3.1246 -2.6420 0.7 3.3 1.0
C 3.5125 -2.3466 -3.7202 -0.2 0.9 -0.3
O 3.4259 -2.7274 -4.8554 -0.1 -0.1 0.4
O 3.4266 -1.0393 -3.3244 -0.8 -0.6 -0.4
C 3.1186 -0.1216 -4.4286 1.9 -0.4 -0.7
H 3.5251 -4.9221 -1.7569 0.2 0.2 0.0
H 3.8124 -4.9080 -3.5084 -0.5 -0.4 -0.1
H 2.1953 -4.4359 -2.8081 -0.1 -0.4 -0.4
H 2.3982 -0.5155 -5.1455 -0.4 0.0 0.6
H 4.0363 -0.0753 -5.0150 0.1 0.0 -0.1
H 2.9822 0.9090 -4.1010 -0.6 -0.5 0.6
C 3.2772 5.9914 2.8235 -1.0 0.5 1.4
O 2.9215 4.7120 2.2703 0.7 1.4 -1.0
C 2.2958 3.7970 2.9837 0.9 -0.8 0.2
O 2.1768 3.6969 4.1645 -0.3 0.6 0.8
O 1.9476 2.8583 2.1118 0.0 -0.4 -1.5
C 1.5240 1.5957 2.5331 -0.9 -0.5 1.9
H 3.9612 5.9505 3.6712 0.1 -0.5 -0.1
H 2.3628 6.4467 3.2040 -0.1 0.0 0.2
H 3.6606 6.7388 2.1289 0.1 -1.0 -0.7
H 1.7785 1.3447 3.5628 1.0 0.3 0.1
H 1.9074 0.7881 1.9095 -0.1 0.5 -0.4
H 0.4456 1.5923 2.6912 -0.4 -0.1 -1.0
C -0.0674 0.9482 -3.9430 -0.1 -0.3 0.1
O -0.1419 1.7038 -2.7293 0.3 0.9 0.1
C 0.7687 2.7070 -2.4908 2.2 -1.4 -1.1
O 1.7442 2.9908 -3.1893 -2.6 -0.4 1.0
O 0.5351 3.1218 -1.2566 -0.4 0.4 0.0
C 1.0223 4.4179 -0.9322 0.4 1.7 0.6
H 0.3507 -0.0340 -3.7225 0.6 0.2 0.0
H 0.4871 1.4842 -4.7133 -0.1 -0.2 0.1
H -1.0772 0.6877 -4.2598 -0.1 0.7 0.0
H 1.0461 4.5946 0.1431 0.0 -0.9 0.1
H 0.3406 5.2052 -1.2542 -0.2 -0.3 -0.6
H 2.0219 4.6402 -1.3056 -0.1 -0.5 -0.2
```
Positions in Å, forces in eV/Å.

These are the Mulliken partial charges, in e, on atoms 1 to 6:
1. C 0.48
2. C -0.26
3. C -0.33
4. O -0.12
5. C -0.01
6. H -0.37

Entry 2:
Computed, not measured: C26H22ClN3O7V as an isolated structure, with ωB97M-V with the def2-TZVPD basis set.

Results
Net charge   -1
Multiplicity   3
Energy relative to the best compared isomer or geometry (same formula, charge and spin)   49.41 kJ/mol

XYZ file:
```
60
Properties=species:S:1:pos:R:3:forces:R:3
V -0.2311 -0.2683 0.3669 0.2 0.0 0.1
C 4.8421 -6.1459 2.0726 0.0 0.0 0.0
O 5.7069 -5.5386 3.0163 0.0 0.0 0.0
C 5.1682 -4.5651 3.8072 0.0 -0.1 -0.1
C 3.8319 -4.1882 3.7622 -0.1 0.1 0.0
C 3.3846 -3.1559 4.5739 0.2 0.0 0.0
C 4.2651 -2.4992 5.4245 0.0 0.1 0.0
C 5.5858 -2.9239 5.5106 0.0 -0.1 -0.1
C 6.0420 -3.9430 4.6911 0.0 0.1 0.1
N 3.8634 -1.4437 6.3207 0.1 -0.2 0.2
N 3.1819 -0.4837 5.9397 -0.1 0.2 -0.1
C 2.8768 -0.3002 4.5532 0.0 0.0 0.0
C 3.8278 -0.2763 3.5612 -0.1 0.0 0.1
C 3.4973 -0.1131 2.2143 0.2 0.2 -0.2
C 2.1775 0.0110 1.7998 -0.2 -0.2 0.4
O 1.7712 0.0989 0.5797 0.0 0.0 -0.1
C 1.1859 -0.0083 2.8494 0.1 0.0 0.0
N -0.1037 0.0390 2.4294 -0.2 0.0 -0.1
C -1.0836 0.0365 3.3037 0.0 0.0 -0.1
C -0.8364 -0.0070 4.6840 -0.1 0.0 0.0
C 0.4490 -0.0993 5.1342 0.1 0.0 0.1
C 1.5170 -0.1123 4.2117 0.1 0.0 -0.1
H 5.4514 -6.8551 1.5187 0.0 0.0 0.0
H 4.4189 -5.4090 1.3858 0.0 0.0 0.0
H 4.0235 -6.6758 2.5658 0.0 0.0 0.0
H 3.1250 -4.6240 3.0715 0.0 0.0 0.0
H 2.3499 -2.8551 4.4979 0.0 0.0 0.0
H 6.2572 -2.4362 6.2056 0.0 0.0 0.0
H 7.0742 -4.2672 4.7210 0.0 0.0 0.0
H 4.8678 -0.4163 3.8266 0.0 0.0 0.0
H 4.2782 -0.1046 1.4638 0.0 0.0 0.0
H -2.0881 0.0436 2.8998 0.0 0.0 0.0
H -1.6716 0.0052 5.3708 0.0 0.0 0.0
H 0.6693 -0.1687 6.1919 0.0 0.0 0.0
Cl -1.2539 -6.1444 -3.4487 0.0 0.0 0.0
C -1.7149 -4.6492 -2.6675 0.0 0.0 0.0
C -1.9324 -4.6410 -1.3002 0.0 0.0 0.0
C -2.2747 -3.4465 -0.6848 0.1 0.0 0.0
C -2.4303 -2.2858 -1.4328 0.1 0.1 0.1
C -2.2148 -2.3224 -2.8037 -0.1 0.0 0.0
C -1.8432 -3.5022 -3.4317 0.0 0.0 0.0
C -2.7724 -0.9653 -0.7640 -0.1 -0.3 -0.4
O -3.5710 -0.2205 -1.3016 0.0 0.0 0.2
O -2.1377 -0.7596 0.3479 -0.2 0.2 0.2
H -1.8090 -5.5497 -0.7270 0.0 0.0 0.0
H -2.3877 -3.3993 0.3901 0.0 0.0 0.0
H -2.3444 -1.4117 -3.3747 0.0 0.0 0.0
H -1.6558 -3.5372 -4.4962 0.0 0.0 0.0
C -0.2791 2.6360 -0.6138 0.2 0.0 0.1
O -0.4407 1.2601 -0.5580 -0.2 0.1 -0.3
H 0.7657 2.9125 -0.8018 0.0 0.0 0.0
H -0.5844 3.1157 0.3238 0.0 0.0 0.0
H -0.8924 3.0562 -1.4169 0.0 0.0 0.0
C 2.2818 -3.0634 -0.3577 0.1 0.0 0.0
C 1.2836 -2.9158 0.7754 0.0 0.1 0.0
O 1.4501 -3.5169 1.8290 0.0 -0.1 0.1
O 0.2579 -2.1734 0.5104 0.0 0.0 -0.1
H 1.9560 -3.8880 -0.9967 0.0 0.0 0.0
H 3.2683 -3.2957 0.0411 0.0 0.0 0.0
H 2.3216 -2.1552 -0.9556 0.0 0.0 0.0
```
Positions in Å, forces in eV/Å.

These are the Mulliken partial charges, in e, on atoms 1 to 6:
1. V 0.79
2. C -0.58
3. O -0.47
4. C 0.87
5. C -0.43
6. C -0.20

Entry 3:
Computed, not measured: C24H23BCl5NO6S2V as an isolated structure, with ωB97M-V with the def2-TZVPD basis set.

Results
Multiplicity   2
Energy relative to the best compared isomer or geometry (same formula, charge and spin)   0.00 kJ/mol

XYZ file:
```
63
Properties=species:S:1:pos:R:3:forces:R:3
V 2.9011 -1.6063 -0.7707 -2.3 -3.3 0.1
Cl 5.6544 -1.1816 -2.4843 -0.8 0.0 0.5
C 5.1720 0.1055 -1.4068 0.0 0.1 0.2
C 4.0015 0.0316 -0.6590 0.1 0.1 -0.4
C 3.6145 1.0864 0.1542 0.5 0.0 0.2
Cl 2.1025 0.9496 1.1115 1.3 0.3 -0.6
C 4.4599 2.1996 0.2631 -1.0 0.2 0.7
Cl 4.0305 3.5482 1.2200 -0.2 0.2 0.3
C 5.6560 2.2379 -0.4180 0.7 0.2 -1.2
Cl 6.6941 3.6123 -0.4413 -0.3 0.0 0.5
C 5.9994 1.2007 -1.2797 0.7 -0.5 -0.2
Cl 7.4828 1.1654 -2.1448 0.1 0.5 0.1
O 1.8306 -1.9993 1.0991 1.0 -0.6 -0.3
C 1.6515 -3.3345 1.8125 -0.4 0.9 -0.6
C 0.6650 -3.1510 2.9343 -0.1 0.0 0.6
C -0.8189 -2.8766 2.6154 -0.6 0.4 0.3
C -1.3435 -3.4406 1.3292 0.0 -2.7 0.2
C -1.5388 -4.8129 1.1567 0.5 1.5 1.2
C -1.9547 -5.3600 -0.0679 -0.3 0.1 -0.1
C -1.9230 -4.5275 -1.2098 0.5 1.3 1.2
C -1.5244 -3.2080 -1.0410 -0.7 -1.3 -1.7
N -1.4828 -2.6188 0.2177 0.6 0.5 0.9
H 2.4638 -1.4346 1.5895 -0.7 -0.3 0.4
H 2.6032 -3.6430 2.2200 0.3 0.0 -0.2
H 1.3208 -4.0279 1.0344 0.1 0.2 0.1
H 1.0245 -2.3788 3.6225 0.1 0.2 -0.1
H 0.6752 -4.0340 3.5801 0.3 -0.3 -0.4
H -1.0278 -1.7920 2.6388 0.1 -0.3 0.1
H -1.3838 -3.3160 3.4696 0.2 0.4 -0.6
H -1.3097 -5.4224 2.0550 -0.4 0.2 -0.8
H -2.3119 -6.3712 -0.0956 0.1 -0.3 -0.2
H -2.2308 -4.8675 -2.1822 0.4 -0.2 -0.2
H -1.2837 -2.5669 -1.8913 -0.3 -0.1 0.4
O 1.7216 -5.2863 -1.5219 0.9 2.5 -1.5
S 2.6067 -4.1759 -1.9754 -0.5 -2.8 -0.1
O 3.2533 -3.6704 -0.6904 0.3 2.7 -0.1
O 3.5899 -4.4923 -2.9947 -0.9 0.4 0.7
S 1.6482 -2.2856 -2.6004 1.0 -0.8 1.6
C -4.6634 4.2443 -0.7510 0.3 -1.4 -0.2
C -3.1621 4.4228 -0.4183 0.0 0.8 1.0
C -3.0255 4.8198 1.0993 -0.3 0.1 -0.3
C -2.6290 5.5463 -1.3369 0.4 -1.0 0.4
C -2.3275 3.1476 -0.4872 -0.2 -0.3 -0.2
C -1.0058 3.1132 -0.9620 -0.9 0.6 1.2
C -0.2015 1.9558 -0.8567 -0.7 0.1 -1.6
C -0.9017 0.8164 -0.5715 -1.1 -0.5 1.5
O -0.5436 -0.5220 -0.6157 -0.2 0.3 1.6
B -1.4503 -1.1942 0.2712 -0.6 1.7 -1.9
O -2.4783 -0.2885 0.7058 1.5 -1.6 -0.3
C -2.1554 0.9059 0.1213 1.6 -1.3 -0.6
C -2.8917 2.0117 0.1558 -0.7 2.1 -0.1
H -5.1826 5.1741 -0.9486 0.1 0.3 0.2
H -5.2099 3.6944 0.0333 0.2 0.3 -0.2
H -4.7485 3.6385 -1.6628 -0.1 0.1 0.1
H -3.3888 5.8273 1.2674 -0.1 0.3 0.0
H -1.9831 4.7618 1.4277 -0.1 0.1 -0.1
H -3.6276 4.1644 1.7509 0.3 0.1 -0.3
H -3.3805 6.3172 -1.4547 0.1 0.3 0.2
H -2.4390 5.1167 -2.3189 0.0 0.1 -0.2
H -1.6751 5.9211 -0.9536 -0.2 0.3 -0.1
H -0.6003 4.0844 -1.2404 0.3 -0.5 -0.2
H 0.8253 1.9635 -1.2014 -0.1 -0.1 -0.1
H -3.8434 2.1022 0.6985 0.5 -0.3 -0.4
```
Positions in Å, forces in eV/Å.

These are the Mulliken partial charges, in e, on atoms 1 to 6:
1. V 0.43
2. Cl -0.21
3. C 0.53
4. C -0.42
5. C 0.13
6. Cl -0.08

Max |F| values (in eV/Å) by entry order: 4.215, 0.510, 4.001.